# C4H6Cl2Si

A 2-piece molecular cluster, C4H6Cl2Si overall in a non-equilibrium geometry (wB97M-V/def2-TZVPD, the OMol25 dataset).

Last column: Löwdin charge in e.
CARTESIAN COORDINATES (ANGSTROEM)
Cl  -3.011  1.767  1.324  0.2644
Cl  -3.155  0.228  -1.787  0.2488
Si  -2.327  0.366  0.063  -0.1987
C  2.455  2.259  -0.406  -0.1678
C  -2.135  -1.381  0.770  -0.3927
C  -2.412  -2.566  0.285  -0.0879
C  1.229  2.292  -0.779  0.0028
H  -2.911  -2.650  -0.744  0.0782
H  -2.228  -3.300  1.012  0.0365
H  3.019  1.709  0.468  0.0840
H  3.287  2.841  -0.806  0.0381
H  0.654  2.882  -1.516  0.0353
H  -1.880  -1.446  1.854  0.0589

The calculation puts the energy relative to the best compared isomer or geometry (same formula, charge and spin) at 143.8 kcal/mol. The LUMO energy (alpha / beta) comes out at -0.639 / -0.145 eV. As for the largest force on an atom: 3.94 eV Å⁻¹.

=====

# C5H11NO

One molecule with the formula C5H11NO in a non-equilibrium geometry (wB97M-V/def2-TZVPD, the OMol25 dataset).

Last column: Löwdin charge in e.
CARTESIAN COORDINATES (ANGSTROEM)
O  -1.038  0.553  -2.436  0.0204
N  0.179  -0.112  -0.622  -0.1313
C  0.760  1.246  -0.378  -0.2010
C  0.442  -1.213  0.308  -0.2330
C  0.279  2.059  0.817  -0.0778
C  -0.865  -1.844  0.796  -0.1003
C  -0.442  -0.304  -1.815  -0.3471
H  -0.163  1.402  1.601  0.0811
H  -1.876  -1.464  0.336  0.1151
H  1.043  2.781  1.168  0.0766
H  1.223  -1.989  -0.050  0.1378
H  -1.001  -2.911  0.634  0.0554
H  0.331  1.781  -1.223  0.0964
H  -0.430  -1.368  -2.076  0.1370
H  -0.403  2.808  0.382  0.0743
H  -0.819  -1.657  1.883  0.0665
H  0.947  -0.801  1.191  0.1044
H  1.835  1.033  -0.516  0.1256

The calculation puts the energy relative to the best compared isomer or geometry (same formula, charge and spin) at 41.5 kcal/mol. The SMILES is CCN(C=O)CC. The LUMO energy comes out at 0.903 eV. As for the largest force on an atom: 2.38 eV Å⁻¹.

=====

# C39H51BCl2N10O3RuS3

C39H51BCl2N10O3RuS3 as an isolated structure (wB97M-V/def2-TZVPD, the OMol25 dataset).

Last column: Mulliken spin population.
CARTESIAN COORDINATES (ANGSTROEM)
Ru  0.609  -0.029  0.679  3.6493
Cl  -7.372  -0.715  -0.743  0.0000
Cl  -3.551  -4.500  -0.307  0.0002
S  2.285  -1.834  0.853  0.2864
S  0.485  1.480  -1.427  0.2367
S  2.288  1.731  1.571  0.1901
O  0.028  -0.937  2.955  0.0651
O  -1.104  -0.690  -0.464  0.1584
O  -2.784  0.333  0.629  0.0245
N  -2.017  1.690  3.993  0.0037
N  3.191  1.928  -1.474  0.0142
N  -1.883  3.087  2.102  0.0018
N  2.805  -0.632  -1.566  0.0372
N  2.017  3.749  -1.741  0.0130
N  -4.620  -1.778  -1.036  0.0011
N  4.322  0.448  0.270  -0.0111
N  1.454  -2.353  -1.744  0.0357
N  -0.747  1.055  2.261  0.0097
N  4.589  0.482  2.435  -0.0014
C  -1.562  1.983  2.769  0.0289
C  0.020  4.687  -0.639  0.0063
C  -3.095  -0.870  -2.662  0.0069
C  4.070  2.979  -1.623  0.0025
C  -3.634  -2.989  -4.384  0.0002
C  -7.824  -3.204  0.174  0.0000
C  -2.821  2.549  4.837  0.0016
C  -2.499  -0.940  -3.912  -0.0023
C  -6.131  -4.900  0.321  0.0000
C  4.385  0.711  3.903  -0.0022
C  1.651  -1.837  -2.998  0.0507
C  0.756  -3.688  -1.569  0.0057
C  -5.198  -3.998  -0.164  -0.0002
C  -5.547  -2.697  -0.528  0.0007
C  5.497  -0.211  0.557  0.0147
C  -0.638  0.069  3.175  -0.0219
C  -4.252  -2.935  -3.144  0.0005
C  -2.234  -0.037  -0.400  0.0349
C  4.438  2.212  4.176  0.0077
C  1.827  -4.756  -1.779  0.0004
C  3.053  0.098  4.341  0.0016
C  0.882  4.714  -1.899  0.0070
C  -0.327  -3.774  -2.639  0.0059
C  -6.882  -2.328  -0.338  0.0000
C  -7.445  -4.497  0.490  0.0000
C  -1.442  0.418  4.408  0.0046
C  5.670  -0.191  1.891  -0.0061
C  3.775  0.863  1.427  0.0157
C  -3.991  -1.879  -2.273  -0.0030
C  5.511  0.021  4.668  0.0006
C  -2.757  -1.990  -4.783  -0.0009
C  3.353  4.105  -1.788  0.0037
C  1.937  2.411  -1.535  0.0171
C  1.445  6.122  -2.074  0.0007
C  2.482  -0.779  -2.883  0.0152
C  2.161  -1.598  -0.860  -0.0119
C  -2.865  0.302  -1.750  -0.0079
C  0.080  4.343  -3.145  0.0024
C  0.095  -3.864  -0.205  0.0068
B  3.790  0.519  -1.177  0.1009
H  0.604  6.805  -2.182  -0.0002
H  2.205  0.688  4.006  -0.0028
H  3.660  2.741  3.628  -0.0026
H  -2.227  3.342  5.295  0.0001
H  5.135  2.830  -1.605  0.0000
H  -3.806  0.818  -1.542  -0.0005
H  0.080  -3.867  -3.646  -0.0005
H  -8.843  -2.872  0.305  0.0000
H  -0.800  0.512  5.287  0.0004
H  5.338  0.181  5.731  -0.0002
H  -8.177  -5.195  0.874  0.0000
H  6.489  0.440  4.430  0.0001
H  3.688  5.110  -1.947  0.0015
H  5.409  2.619  3.891  0.0003
H  1.181  -2.246  -3.871  0.0071
H  -5.816  -5.902  0.576  0.0000
H  2.056  6.210  -2.972  0.0001
H  -1.674  3.089  1.116  0.0018
H  2.626  -4.655  -1.042  0.0027
H  -0.507  -4.770  -0.271  -0.0006
H  -3.640  2.989  4.268  0.0001
H  -2.290  -2.025  -5.758  0.0000
H  0.808  -3.998  0.599  -0.0065
H  5.524  -1.055  4.491  0.0002
H  0.719  4.370  -4.028  0.0008
H  -4.951  -3.709  -2.854  0.0000
H  -3.265  1.944  5.624  0.0001
H  2.857  -0.109  -3.636  0.0022
H  3.038  0.047  5.430  -0.0005
H  0.627  4.888  0.245  0.0002
H  -0.361  3.353  -3.060  0.0018
H  6.107  -0.638  -0.217  0.0012
H  -0.991  -2.911  -2.594  -0.0052
H  -2.201  1.018  -2.238  0.0061
H  -0.723  5.069  -3.281  0.0002
H  -0.918  -4.668  -2.456  0.0007
H  2.259  -4.692  -2.779  0.0006
H  -3.855  -3.814  -5.048  0.0000
H  4.747  0.389  -1.894  0.0024
H  2.024  6.442  -1.208  0.0000
H  2.940  -0.914  3.950  -0.0022
H  -4.513  -0.921  -0.517  -0.0001
H  -0.460  3.717  -0.528  -0.0093
H  -0.571  -3.034  0.031  -0.0045
H  -2.209  -0.334  4.597  0.0003
H  1.378  -5.742  -1.662  0.0002
H  4.290  2.389  5.241  0.0006
H  -0.748  5.458  -0.721  -0.0003
H  -1.825  -0.142  -4.207  0.0007
H  -2.619  3.689  2.427  -0.0004
H  6.468  -0.593  2.483  0.0015

As for the multiplicity: 6. The calculation puts the energy relative to the best compared isomer or geometry (same formula, charge and spin) at 0.0 kcal/mol. Its net charge is +1. The LUMO energy (alpha / beta) comes out at -1.684 / -3.626 eV. As for the largest force on an atom: 0.59 eV Å⁻¹.

=====

# C6H6O

One molecule with the formula C6H6O (wB97M-V/def2-TZVPD, the OMol25 dataset).

Last column: Löwdin charge in e.
CARTESIAN COORDINATES (ANGSTROEM)
O  0.537  -1.914  0.515  -0.0851
C  -0.894  -0.613  -0.937  0.0180
C  -0.519  1.720  -0.098  -0.1159
C  -1.035  2.660  0.448  0.1230
C  -0.658  -1.720  -0.268  -0.2396
C  0.133  0.578  -0.741  -0.4265
C  1.162  -0.050  0.047  0.1308
H  2.013  -0.510  -0.440  0.1107
H  0.481  0.838  -1.745  0.1435
H  -1.511  3.490  0.923  0.0262
H  -1.271  -2.613  -0.257  0.0865
H  1.272  0.177  1.103  0.1095
H  0.291  -2.042  1.450  0.1189

The calculation puts the energy relative to the best compared isomer or geometry (same formula, charge and spin) at 166.1 kcal/mol. The LUMO energy (alpha / beta) comes out at -0.201 / -0.200 eV. As for the largest force on an atom: 0.52 eV Å⁻¹.

=====

# C3H7N3

One molecule with the formula C3H7N3 in a non-equilibrium geometry (wB97M-V/def2-TZVPD, the OMol25 dataset).

Last column: Löwdin charge in e.
CARTESIAN COORDINATES (ANGSTROEM)
N  -0.315  0.651  -0.369  -0.2564
N  0.164  1.273  1.735  0.1996
N  -0.358  1.984  -0.426  0.0824
C  -0.704  -0.114  -1.532  -0.0555
C  0.663  -1.119  1.219  -0.0303
C  0.176  0.273  0.966  -0.4541
H  -0.134  -1.839  1.015  0.0795
H  0.157  -0.355  -2.164  0.0825
H  1.517  -1.357  0.581  0.0848
H  -1.395  0.503  -2.109  0.0855
H  0.466  2.348  0.048  0.0264
H  -1.201  -1.033  -1.226  0.0782
H  0.964  -1.215  2.260  0.0774

The calculation puts the energy relative to the best compared isomer or geometry (same formula, charge and spin) at 99.3 kcal/mol. The LUMO energy (alpha / beta) comes out at -0.343 / 0.195 eV. As for the largest force on an atom: 2.61 eV Å⁻¹.

=====

# H4O2

A 2-piece molecular cluster, H4O2 overall in a non-equilibrium geometry (wB97M-V/def2-TZVPD, the OMol25 dataset).

Last column: Löwdin charge in e.
CARTESIAN COORDINATES (ANGSTROEM)
O  0.885  -1.194  0.303  -0.1216
O  -0.633  0.967  -0.302  -0.0878
H  -0.238  1.143  -1.141  0.0389
H  0.146  -0.497  0.308  0.0101
H  -0.645  1.653  0.486  0.1387
H  0.486  -2.072  0.346  0.0218

The calculation puts the energy relative to the best compared isomer or geometry (same formula, charge and spin) at 10.6 kcal/mol. The SMILES is O.O. The LUMO energy comes out at 0.689 eV. As for the largest force on an atom: 4.08 eV Å⁻¹.